Record 1
{"formula": "C12H17NO2", "method": "the ωB97M-V functional and the def2-TZVPD basis", "total_charge": 0, "e_homo_ev": -8.7, "gap_ev": 8.564, "elements": ["O", "O", "N", "C", "C", "C", "C", "C", "C", "C", "C", "C", "C", "C", "C", "H", "H", "H", "H", "H", "H", "H", "H", "H", "H", "H", "H", "H", "H", "H", "H", "H"], "positions_angstrom": [[2.76872, 1.44210, 0.22779], [2.93993, -1.40436, -0.19575], [-3.37205, 0.37076, 1.39712], [0.42250, 1.29901, 0.24196], [-2.03809, 1.38551, -0.30311], [0.44362, -1.47653, -0.09276], [1.67449, 0.55812, -0.12960], [-3.27770, 0.51772, 0.09951], [3.36734, -1.39735, 1.15972], [-1.91091, -1.53677, -0.61907], [3.66271, 1.64275, -0.80123], [-0.68049, -0.69703, -0.22917], [-0.65486, 0.56476, -0.10077], [-3.06237, -0.68345, -0.83114], [1.71003, -0.84682, -0.18477], [-3.07219, -0.42877, -1.85260], [-4.32276, 0.79140, -0.24922], [-2.03911, 2.15443, 0.41391], [3.90225, -2.51449, 0.99944], [5.27314, 1.08739, 0.02711], [-2.12865, 0.75680, 2.05974], [3.36621, 0.57424, -1.72953], [0.52664, -2.44814, -0.19320], [3.65654, 3.04315, -1.32560], [-2.11688, -2.13984, 0.23146], [-2.00413, 1.51508, -1.38889], [-1.79039, -2.12784, -1.73647], [2.61810, -1.44524, 1.98297], [-3.70396, -1.61549, -0.51920], [0.26347, 2.31798, 0.79068], [-4.40335, 1.04705, 1.77106], [3.98218, -0.30613, 1.07960]], "nbo_charge": [-0.60, -0.53, -0.81, -0.19, -0.42, -0.21, 0.22, -0.10, -0.30, -0.38, -0.21, -0.05, -0.05, -0.43, 0.24, 0.21, 0.20, 0.21, 0.22, 0.05, 0.34, 0.22, 0.21, 0.23, 0.21, 0.22, 0.21, 0.20, 0.22, 0.25, 0.39, 0.23]}

---

Record 2
{"formula": "C12H17NO4P2S", "method": "the ωB97M-V functional and the def2-TZVPD basis", "total_charge": 0, "e_homo_ev": -8.2, "gap_ev": 6.681, "smiles": "C=CC1=C(P(C)CC)C(=O)C=C([PH2]=S)C1=O.C[N+](=O)[O-]", "elements": ["S", "P", "P", "O", "O", "O", "O", "N", "C", "C", "C", "C", "C", "C", "C", "C", "C", "C", "C", "C", "H", "H", "H", "H", "H", "H", "H", "H", "H", "H", "H", "H", "H", "H", "H", "H", "H"], "positions_angstrom": [[5.30810, 0.17900, 0.05808], [-2.07087, 1.61804, 0.57776], [4.19821, 1.72759, -0.27506], [2.21288, -0.90653, -0.56331], [-0.50944, -5.63860, 0.34103], [0.13063, -3.82137, -0.62849], [-0.46712, 2.61442, -2.05691], [0.32221, -4.93898, -0.19639], [2.42217, 1.47063, -0.54474], [-0.40423, 1.29790, -0.07696], [1.74848, 0.15851, -0.26014], [0.17596, 2.17179, -1.13213], [0.38198, 0.28793, 0.38132], [0.04963, -0.62478, 1.44061], [0.83945, -1.64320, 1.89548], [-1.94222, 3.39093, 1.04003], [-4.44561, 0.62140, -0.52236], [1.70262, -5.47974, -0.34595], [1.64399, 2.44944, -0.99787], [-3.26474, 1.56523, -0.84067], [-4.20397, -0.02078, 0.32528], [-5.32169, 1.20400, -0.23677], [-1.40740, 3.46635, 1.98709], [-2.93677, 3.81954, 1.15277], [-3.64467, 2.58121, -0.95144], [4.19687, 2.59148, 0.83178], [1.20157, -1.64076, 2.92154], [4.59972, 2.54943, -1.33950], [2.37368, -4.80388, 0.17605], [-2.73246, 1.26613, -1.73957], [1.72559, -6.47492, 0.08116], [-1.36939, 3.96251, 0.30436], [-4.70524, -0.00593, -1.37349], [1.14328, -2.48882, 1.29035], [-0.90516, -0.44472, 1.93718], [1.92951, -5.49400, -1.40729], [2.02447, 3.43356, -1.25283]], "nbo_charge": [-0.54, 0.78, 0.87, -0.46, -0.37, -0.38, -0.51, 0.53, -0.43, -0.40, 0.54, 0.50, -0.05, -0.27, -0.26, -0.93, -0.61, -0.49, -0.17, -0.70, 0.21, 0.21, 0.23, 0.24, 0.23, -0.03, 0.20, -0.02, 0.24, 0.25, 0.23, 0.22, 0.21, 0.21, 0.25, 0.24, 0.23]}

---

Record 3
{"formula": "C12H17NP", "method": "the ωB97M-V functional and the def2-TZVPD basis", "total_charge": 1, "e_homo_ev": [-12.2, -12.2], "gap_ev": [7.262, 7.261], "elements": ["P", "N", "C", "C", "C", "C", "C", "C", "C", "C", "C", "C", "C", "C", "H", "H", "H", "H", "H", "H", "H", "H", "H", "H", "H", "H", "H", "H", "H", "H", "H"], "positions_angstrom": [[-1.75444, -0.25333, -1.34810], [-1.13316, 0.97113, -0.55689], [0.84360, 2.06097, 1.99504], [0.74724, -1.28934, -0.86658], [1.71105, 1.09665, 1.95738], [1.77258, -2.29735, -0.75364], [-0.27998, -1.19217, -1.99866], [2.84326, -2.06033, 0.05540], [-2.66189, 0.25520, -2.78467], [2.81814, -0.95155, 0.92790], [-2.90933, -1.37701, -0.40572], [1.76875, -0.02890, 1.03577], [0.90821, 3.00198, 3.14708], [0.81897, -0.36764, 0.10921], [2.44622, 1.17377, 2.65426], [3.68010, -0.66737, 1.45834], [0.85226, 2.45580, 4.04497], [-2.40182, -2.07063, 0.12584], [3.65164, -2.71892, 0.24773], [0.21317, 2.28505, 1.13599], [-3.62991, 0.56361, -2.40804], [-3.60636, -0.80789, 0.16945], [0.14777, -0.34518, -2.57544], [-2.80967, -0.49944, -3.53697], [1.95301, 3.60376, 3.11672], [-2.26176, 1.14957, -3.25502], [1.68857, -3.19276, -1.41830], [-3.69136, -1.69044, -1.03962], [-1.25116, 1.53665, 0.27646], [0.16124, 3.72230, 3.03712], [-0.63494, -2.06618, -2.54702]], "nbo_charge": [1.77, -1.18, -0.09, -0.16, -0.23, -0.17, -0.72, -0.19, -1.01, -0.15, -0.96, -0.15, -0.65, 0.46, 0.21, 0.24, 0.23, 0.25, 0.25, 0.19, 0.26, 0.27, 0.27, 0.27, 0.23, 0.28, 0.25, 0.26, 0.44, 0.23, 0.28]}

---

Record 4
{"formula": "C12H18", "method": "the ωB97M-V functional and the def2-TZVPD basis", "total_charge": 0, "e_homo_ev": -9.0, "gap_ev": 9.945, "smiles": "C=C=C(C)/C(C)=C1/C[C@@H]1CCC", "elements": ["C", "C", "C", "C", "C", "C", "C", "C", "C", "C", "C", "C", "H", "H", "H", "H", "H", "H", "H", "H", "H", "H", "H", "H", "H", "H", "H", "H", "H", "H"], "positions_angstrom": [[3.33007, 1.08861, 2.07225], [0.89120, 0.71340, 0.22786], [-1.79647, 0.11530, -2.58693], [-4.06643, 0.34080, 1.00209], [-1.25909, -0.03509, -1.19021], [-3.11228, -0.26896, 0.37318], [-2.13026, -0.83217, -0.26766], [-0.10747, 0.47358, -0.81877], [1.07498, 1.26410, -1.17638], [-1.84826, -2.31168, -0.21116], [1.78578, -0.41129, 0.70461], [3.22429, 0.04587, 0.96396], [-1.86412, -2.73351, -1.21664], [-1.97722, -0.86441, -3.03045], [1.79935, -1.19712, -0.05591], [-5.04693, 0.46405, 0.56892], [4.37376, 1.32192, 2.27238], [0.62801, 1.42549, 1.00236], [-3.92975, 0.74111, 1.99660], [2.82606, 2.01122, 1.78618], [-0.86086, -2.48950, 0.21913], [0.96149, 2.32685, -1.33867], [-2.59301, -2.82501, 0.39382], [-2.74556, 0.64998, -2.56098], [-1.09572, 0.66264, -3.21155], [3.63957, 0.46221, 0.04195], [1.36978, -0.83797, 1.62108], [1.82792, 0.81076, -1.80768], [3.82423, -0.82859, 1.23401], [2.87695, 0.71742, 2.99262]], "nbo_charge": [-0.61, -0.25, -0.62, -0.49, 0.01, 0.10, -0.10, 0.01, -0.45, -0.61, -0.39, -0.39, 0.21, 0.21, 0.21, 0.21, 0.21, 0.22, 0.22, 0.20, 0.22, 0.22, 0.22, 0.22, 0.22, 0.20, 0.20, 0.22, 0.20, 0.20]}

---

These records have strongest force on any atom values of 0.192, 0.034, 0.079, 0.010 Eh/bohr, in the order they appear.